15
Properties=species:S:1:pos:R:3:forces:R:3 method="wB97M-V/def2-TZVPD" homo_ev="-7.53 / -7.66" spin_multiplicity=1 gap_ev="8.0 / 8.0" charge=0
C 1.36382 1.07354 0.77136 0.0 0.0 0.0
C 0.78065 -0.27771 0.91042 0.5 0.3 0.1
O -0.39488 -0.35866 1.58369 -0.1 0.0 0.0
C -1.09510 -1.03939 0.64882 -0.3 -0.6 0.1
C -1.14314 0.54350 -1.04688 0.2 0.1 -0.4
C -0.70798 -0.69461 -0.69620 -0.5 0.3 0.0
O -0.01762 -1.59972 -1.48042 0.0 0.3 0.0
H 0.79537 1.61558 -0.00750 0.2 -0.1 0.2
H 1.21907 1.65142 1.69205 0.1 -0.1 0.0
H 2.42218 1.05805 0.49697 -0.2 0.0 0.1
H 1.30088 -1.19875 0.67993 -0.2 0.1 0.1
H -1.88293 -1.68907 1.01073 0.3 -0.3 0.0
H -0.51205 1.27627 -1.53666 -0.1 -0.2 -0.8
H -2.05979 0.92804 -0.63003 0.1 0.1 0.4
H -0.06848 -1.28848 -2.39629 -0.1 0.0 0.2


15
Properties=species:S:1:pos:R:3:forces:R:3 method="wB97M-V/def2-TZVPD" homo_ev=-9.97 spin_multiplicity=1 gap_ev=10.5 charge=0
C 2.11084 0.46906 -0.28850 -0.1 -0.2 0.0
C 1.22381 -0.41771 -0.71461 -0.3 0.4 -0.1
C 0.47803 -1.26572 0.23386 0.6 -0.6 1.4
O 0.57621 -1.23933 1.44664 0.0 0.1 -0.9
O -0.28967 -2.16481 -0.39882 -0.3 -0.2 -0.4
H 2.34093 0.54263 0.76247 0.0 0.0 0.2
H 2.60293 1.15370 -0.95896 0.1 0.0 -0.2
H 0.91248 -0.49283 -1.74539 0.2 0.0 -0.1
H -0.71437 -2.74662 0.25134 0.1 0.3 0.1
C -1.83560 0.51429 0.52222 0.1 -0.7 0.9
C -1.27186 1.55770 -0.04761 0.1 0.4 0.0
H -2.60680 -0.05586 0.02240 -0.1 0.0 0.0
H -1.47862 0.11805 1.49681 -0.5 0.5 -0.7
H -1.54288 1.89650 -1.03657 -0.2 0.0 -0.1
H -0.50541 2.13096 0.45471 0.1 0.0 0.0


15
Properties=species:S:1:pos:R:3:forces:R:3 method="wB97M-V/def2-TZVPD" homo_ev=-9.75 spin_multiplicity=1 gap_ev=10.8 charge=0
C 1.66449 -0.57922 0.20671 0.1 0.0 0.0
C 0.45413 0.25188 0.56309 0.1 -0.1 0.0
C -0.94118 -0.46278 0.48377 -0.1 0.2 0.2
O -1.01837 -1.65138 -0.24936 0.0 0.0 -0.2
C -1.44230 0.73839 -0.32442 -0.2 -0.1 -0.2
O -0.64181 0.67099 -1.52292 0.0 -0.1 -0.1
C -0.08771 1.32201 -0.38277 0.1 0.2 0.2
H 2.57737 0.02167 0.20237 0.0 0.0 0.0
H 1.54431 -1.04506 -0.77514 0.0 0.1 0.1
H 1.78696 -1.37949 0.94385 0.0 0.1 -0.1
H 0.55124 0.71761 1.55120 0.0 -0.2 -0.1
H -1.37968 -0.64583 1.46822 -0.1 0.2 -0.2
H -0.88671 -1.36504 -1.16876 0.1 -0.3 0.1
H -2.46550 1.06976 -0.47461 0.3 0.3 0.2
H 0.28479 2.33649 -0.52125 -0.3 -0.2 0.0


It is found that the relative energy (zero: lowest compared OMol25 entry of this formula, charge and spin) values, taken in the order of the records, are 525.1, 136.6, 227.2 kJ/mol.